No. 1
161
Properties=species:S:1:pos:R:3:mulliken_spin:R:1 method="wB97M-V/def2-TZVPD" spin_multiplicity=2 orbital_gap_ev="4.1 / 4.1" homo_energy_ev="-11.0 / -11.0" s2=0.7608 charge=+2
Pt 0.12679 0.17782 -0.30211 0.3180
C -2.87420 -3.13884 2.09921 0.0080
C -2.90520 -1.66205 2.50002 0.0161
C -2.35352 -1.54375 3.91640 -0.0029
P -2.07825 -0.59861 1.15363 0.0248
C -3.54213 -0.74324 -0.02185 0.0061
N -3.22293 -0.96038 -1.40150 0.0091
Ge -1.29247 -0.79131 -2.18969 0.0413
N -1.03860 -2.68466 -1.79781 -0.0146
C -0.48580 -3.05032 -0.53226 0.0160
P 1.14996 -2.20319 -0.27058 0.0793
C 2.36567 -3.42241 -1.05344 0.0803
C 2.03861 -4.89062 -0.78589 0.0160
C 2.51358 -3.21785 -2.55774 0.0415
C 1.45740 -2.34114 1.57980 0.0742
C 1.03770 -3.60936 2.31763 0.0061
C 2.93043 -2.05018 1.84670 0.0213
C -1.50438 -3.57521 -2.70362 0.0068
C -1.46348 -4.97790 -2.59920 -0.0031
C -1.84387 -5.77805 -3.65191 0.0004
C -2.23457 -5.21567 -4.86028 -0.0002
C -2.33866 -3.84004 -4.96596 0.0006
C -2.05169 -3.03069 -3.88358 -0.0004
N -2.38560 -1.61503 -3.87489 0.0049
C -3.81231 -1.59213 -3.59952 -0.0032
C -4.77905 -2.03913 -4.48564 0.0005
C -6.12683 -1.98133 -4.16435 -0.0006
C -6.52517 -1.52182 -2.91672 0.0001
C -5.57995 -1.17716 -1.98165 0.0000
C -4.20357 -1.22596 -2.28575 -0.0006
C -1.87272 -1.00308 -5.07115 0.0042
C -2.58922 -0.77822 -6.22819 -0.0006
C -1.95537 -0.37348 -7.39466 0.0000
C -0.57923 -0.19935 -7.40820 -0.0006
C 0.13980 -0.32291 -6.24272 -0.0003
C -0.49045 -0.66433 -5.02731 -0.0053
N 0.10147 -0.66012 -3.81799 -0.0083
C 1.38210 -0.06198 -3.63889 0.0255
P 1.48994 1.23185 -2.28994 0.0845
C 3.32862 1.48481 -2.09202 0.0040
C 3.98396 0.28205 -1.42152 -0.0040
C 4.05200 1.83766 -3.38699 0.0057
C 0.96543 2.86680 -3.04599 0.0015
C 0.81163 2.87581 -4.56097 0.0013
C -0.34731 3.26377 -2.38357 0.0333
C -2.25018 1.19964 1.72436 0.0159
C -1.19063 1.40337 2.80083 0.0256
C -3.60176 1.63617 2.28735 -0.0008
H -3.62511 -3.68976 2.66088 0.0003
H -1.90645 -3.57024 2.34469 -0.0011
H -3.07476 -3.30511 1.04177 -0.0011
H -3.94922 -1.32528 2.50405 0.0002
H -1.27320 -1.68900 3.93666 0.0040
H -2.81107 -2.31983 4.52856 0.0005
H -2.60469 -0.59186 4.37737 0.0001
H -4.15463 0.16262 0.10854 0.0039
H -4.14137 -1.59110 0.33471 -0.0004
H -0.37887 -4.12701 -0.40976 0.0063
H -1.12826 -2.65895 0.26925 0.0046
H 3.32420 -3.17557 -0.58492 0.0015
H 1.29616 -5.25504 -1.49271 -0.0018
H 1.69631 -5.07544 0.22648 -0.0014
H 2.94644 -5.47020 -0.93842 0.0014
H 1.54728 -3.14765 -3.05554 -0.0032
H 3.04734 -4.06544 -2.98350 0.0000
H 3.10113 -2.32944 -2.77101 -0.0067
H 0.86436 -1.49677 1.97379 0.0023
H 1.74837 -4.41692 2.16179 0.0002
H 0.04769 -3.94843 2.02663 0.0042
H 1.02518 -3.39297 3.38499 -0.0019
H 3.55402 -2.86956 1.49938 0.0005
H 3.10138 -1.94101 2.91692 0.0002
H 3.23739 -1.13128 1.34655 -0.0036
H -1.14226 -5.44815 -1.68383 0.0014
H -1.81622 -6.85134 -3.54302 0.0001
H -2.48011 -5.84138 -5.70117 0.0000
H -2.64217 -3.40175 -5.90256 0.0003
H -4.51369 -2.46745 -5.43733 -0.0002
H -6.86143 -2.30651 -4.88246 0.0000
H -7.57359 -1.46175 -2.67118 0.0000
H -5.89880 -0.86557 -1.00102 0.0005
H -3.65821 -0.89473 -6.24715 -0.0002
H -2.52953 -0.24166 -8.29619 0.0000
H -0.06683 0.05663 -8.32197 -0.0001
H 1.20708 -0.17196 -6.27514 -0.0005
H 1.75067 0.41012 -4.55141 0.0010
H 2.09567 -0.82028 -3.30906 -0.0137
H 3.38818 2.33919 -1.40432 0.0027
H 4.18184 -0.50237 -2.14755 0.0007
H 3.34301 -0.11547 -0.63339 0.0007
H 4.93374 0.57084 -0.97700 -0.0001
H 3.96852 1.03500 -4.11402 -0.0002
H 5.10860 1.97728 -3.17333 0.0000
H 3.68043 2.75744 -3.82758 -0.0007
H 1.74461 3.58152 -2.75083 0.0003
H 0.03704 2.17793 -4.87014 0.0002
H 1.73588 2.63999 -5.08049 -0.0001
H 0.50724 3.87283 -4.87446 0.0009
H -1.12725 2.57077 -2.69619 -0.0024
H -0.64609 4.27155 -2.66324 0.0014
H -0.24128 3.22427 -1.30186 -0.0201
H -2.32975 1.31810 -0.30030 -0.0314
H -1.24580 2.39441 3.23870 0.0003
H -0.20870 1.25008 2.35538 -0.0101
H -1.29803 0.68431 3.60589 -0.0029
H -3.82676 1.09745 3.20481 0.0012
H -4.42420 1.48833 1.59339 -0.0005
H -3.56307 2.69775 2.52530 -0.0001
S 1.68193 1.54444 0.94747 -0.0008
Sb 2.50127 0.96695 3.69507 0.0144
C 2.86346 -0.58462 5.18407 0.0051
C 1.77977 -1.32485 5.62292 0.0032
C 1.97488 -2.38069 6.49556 0.0005
C 3.25794 -2.70454 6.90447 0.0008
C 4.33831 -1.96547 6.45445 -0.0001
C 4.14550 -0.90504 5.58352 -0.0018
C 1.61437 2.54254 4.85682 0.0003
C 1.51367 3.81580 4.32036 0.0015
C 0.98049 4.84203 5.08200 0.0002
C 0.53604 4.58804 6.36926 0.0005
C 0.61226 3.30588 6.88938 -0.0007
C 1.15086 2.27811 6.13333 -0.0012
C 4.47087 1.73356 3.29010 0.0048
C 4.80786 3.02401 3.65987 -0.0001
C 6.03498 3.54986 3.29335 -0.0001
C 6.92278 2.78592 2.55776 -0.0002
C 6.59664 1.48587 2.21192 0.0004
C 5.36906 0.95894 2.57286 -0.0007
H 0.78194 -1.06937 5.28653 0.0001
H 1.13167 -2.95160 6.85246 0.0000
H 3.41419 -3.53668 7.57325 0.0001
H 5.33638 -2.21250 6.78025 0.0000
H 4.98767 -0.32741 5.22943 0.0005
H 1.86059 4.00952 3.31501 0.0011
H 0.91911 5.84346 4.67985 -0.0001
H 0.12659 5.38748 6.96892 0.0001
H 0.25457 3.10523 7.88873 0.0000
H 1.20811 1.27652 6.53856 0.0003
H 4.12108 3.61977 4.24462 -0.0002
H 6.29502 4.55766 3.57917 0.0000
H 7.86832 3.20471 2.25262 -0.0001
H 7.29824 0.88591 1.65441 0.0001
H 5.11774 -0.05839 2.30168 -0.0005
C -3.89462 2.32782 -1.65584 0.0035
C -3.29977 3.42516 -0.81471 0.0077
C -3.76903 4.70774 -1.04288 -0.0041
C -3.24300 5.79396 -0.36627 0.0089
C -2.19602 5.59116 0.50899 -0.0053
C -1.69960 4.31992 0.77380 -0.0036
C -0.46829 4.23191 1.61669 0.0053
C -2.30839 3.20652 0.16958 0.0292
N -1.91125 1.87207 0.44424 0.0683
H -4.34052 2.76164 -2.54908 0.0003
H -4.69322 1.79870 -1.13261 0.0002
H -3.15259 1.59717 -1.99066 -0.0019
H -4.55397 4.85376 -1.76899 -0.0002
H -3.61323 6.78586 -0.56950 0.0004
H -1.73067 6.43432 0.99423 0.0000
H 0.16235 5.09481 1.41287 -0.0010
H 0.10082 3.33002 1.39778 -0.0005
H -0.69748 4.25393 2.68010 0.0007

No. 2
83
Properties=species:S:1:pos:R:3:mulliken_charge:R:1 method="wB97M-V/def2-TZVPD" orbital_gap_ev=4.8 homo_energy_ev=-3.3 charge=-1
C -3.64202 3.75010 3.06385 -0.6688
C -4.50503 3.04295 4.04307 -0.2954
P -3.88405 1.29776 4.60766 0.4795
I -3.45927 2.08935 6.96333 -0.3712
O -4.23600 0.75008 2.96477 -0.3852
C -3.80298 -0.66893 2.95835 0.3255
C -2.42080 -0.58319 3.84725 0.1433
N -1.50404 -1.76456 3.84043 -0.3894
C -0.28551 -1.47256 4.69222 -0.6775
C 0.92176 -0.76425 3.87422 0.0610
C 0.79148 0.86191 3.79331 -0.6607
O -2.92872 -0.10076 5.13675 -0.4665
H -3.74608 3.63138 1.92335 0.2235
H -2.81296 4.49138 3.41898 0.1772
H -5.47122 3.54249 4.41997 0.3308
H -2.59058 1.85661 4.32778 -0.2828
H -5.14857 0.81039 5.08496 0.0345
H -3.52084 -1.07508 1.90958 -0.5450
H -4.72254 -1.15757 3.48848 0.3238
H -1.82046 0.18437 3.19637 0.1159
H -1.18908 -1.97153 2.87169 0.2945
H -0.52191 -0.86422 5.63676 0.3335
H 0.12726 -2.49650 5.05404 0.2763
H 1.05967 -1.21393 2.80924 -0.1527
H 1.92051 -0.98102 4.44156 0.2817
H 1.76724 1.42082 4.02084 0.2777
H 0.36818 1.08732 2.72986 -0.0133
H -0.07984 1.14505 4.51785 0.3059
C 0.40610 0.17120 -0.75333 0.7187
C 1.44273 -0.17580 -1.81103 -0.3892
O 2.70194 -0.08896 -1.13885 -0.3258
S 2.49948 -0.51781 0.41410 1.3611
O 2.87434 -1.90034 0.55226 -0.7092
O 3.03557 0.52131 1.24382 -0.6194
O 0.87968 -0.42750 0.45279 -0.3164
H 0.34890 1.25231 -0.59750 0.2906
H -0.58383 -0.21108 -1.00460 -0.5996
H 1.41240 0.50452 -2.66203 0.3641
H 1.31770 -1.20414 -2.16364 0.2763
C 5.45946 -3.32762 1.02136 0.1853
C 6.33958 -2.86107 2.17146 -0.3250
O 7.46657 -3.73835 2.15603 -0.3336
S 7.77092 -4.18163 0.62264 1.1000
O 8.81495 -3.33988 0.10985 -0.5394
O 7.82841 -5.61370 0.56817 -0.5511
O 6.36373 -3.69368 -0.02353 -0.3043
H 4.88383 -4.21512 1.30011 0.1867
H 4.77830 -2.54656 0.68039 -0.0015
H 5.82730 -2.90851 3.13307 0.3141
H 6.70214 -1.84245 2.00281 0.3330
C -4.47806 -2.24384 -0.65526 -0.3986
C -4.41998 -3.02302 -1.96108 -0.4471
O -3.96920 -2.08104 -2.93519 -0.2877
S -2.96893 -1.01848 -2.21992 0.9395
O -1.61827 -1.44240 -2.46060 -0.5589
O -3.43498 0.30846 -2.50897 -0.5951
O -3.34476 -1.37562 -0.68277 -0.0726
H -5.37911 -1.62599 -0.60344 0.3100
H -4.43654 -2.89743 0.21753 0.3805
H -5.38946 -3.43523 -2.24326 0.3204
H -3.68373 -3.83068 -1.90633 0.3003
C -3.65897 -0.18167 -6.16735 -0.2730
C -3.98493 1.20036 -5.61894 -0.1378
O -3.29546 2.11230 -6.47403 -0.3301
S -3.23647 1.48907 -7.97334 1.0817
O -4.30410 2.06369 -8.74179 -0.5393
O -1.87170 1.49284 -8.41256 -0.5274
O -3.65335 -0.03352 -7.58761 -0.3407
H -2.66170 -0.50478 -5.85408 0.3040
H -4.39411 -0.92919 -5.86455 0.2869
H -3.66331 1.32363 -4.58467 0.2053
H -5.05620 1.41120 -5.69406 0.2927
C 5.53964 3.59349 -2.76913 -0.3503
C 4.92785 4.31802 -1.57829 -0.3379
O 3.51832 4.16655 -1.73621 -0.3406
S 3.21557 2.73808 -2.45470 0.9094
O 2.88847 1.77544 -1.43445 -0.2215
O 2.38201 2.97282 -3.59882 -0.6413
O 4.72716 2.43630 -2.96764 -0.3307
H 5.48608 4.20636 -3.67374 0.2976
H 6.57625 3.30440 -2.58808 0.3219
H 5.20096 5.37362 -1.54831 0.3179
H 5.21540 3.84133 -0.63610 0.2711

No. 3
39
Properties=species:S:1:pos:R:3:nbo_charge:R:1 method="wB97M-V/def2-TZVPD" orbital_gap_ev=9.6 homo_energy_ev=-9.1 charge=0
C 3.54195 -0.52571 -1.54591 -0.6177
C 3.53953 -1.96993 -1.05538 -0.4057
C 2.16172 -2.58126 -0.75693 -0.2012
C 1.35082 -2.82909 -2.02553 -0.6129
C 1.30754 -1.76912 0.25053 -0.1781
N 0.64234 -0.63030 -0.32225 -0.6364
C -0.72365 -0.56701 -0.34626 0.7922
O -1.43060 -1.49338 -0.00235 -0.6746
N -1.21331 0.59931 -0.86480 -0.6272
C -2.62989 0.90216 -0.80351 -0.2632
C -2.94992 1.84758 0.32597 0.0502
C -2.72246 1.44857 1.63825 -0.2422
C -2.97824 2.31234 2.68705 -0.1921
C -3.46598 3.58462 2.43581 -0.2203
C -3.69538 3.98853 1.13224 -0.2065
C -3.43413 3.12481 0.08195 -0.2469
C 2.12446 -1.41421 1.47614 0.7924
O 2.74675 -2.19953 2.13823 -0.5926
O 2.09439 -0.10298 1.76292 -0.6947
H 3.27870 0.16150 -0.74484 0.1908
H 4.53931 -0.25989 -1.89055 0.2183
H 2.85278 -0.39000 -2.37527 0.2038
H 4.15238 -2.03593 -0.15387 0.2124
H 4.01349 -2.59772 -1.81349 0.2071
H 2.35193 -3.54528 -0.27397 0.2232
H 1.88968 -3.50042 -2.68943 0.2110
H 1.15629 -1.89992 -2.55397 0.2062
H 0.39322 -3.27836 -1.77600 0.2229
H 0.49316 -2.42817 0.58858 0.2812
H 1.18703 0.19408 -0.50645 0.3999
H -0.59238 1.38804 -0.95460 0.3843
H -3.13367 -0.05647 -0.65103 0.2482
H -2.94457 1.32684 -1.76189 0.1967
H -2.34938 0.45272 1.82804 0.2253
H -2.80157 1.99233 3.70348 0.2119
H -3.66866 4.25877 3.25497 0.2127
H -4.07701 4.97907 0.93154 0.2124
H -3.61474 3.44362 -0.93527 0.2076
H 2.60805 0.06980 2.56788 0.5018

No. 4
12
Properties=species:S:1:pos:R:3:nbo_charge:R:1 method="wB97M-V/def2-TZVPD" orbital_gap_ev=5.6 homo_energy_ev=-20.7 charge=+2
Al -0.84024 -16.32913 -2.35532 2.2113
B 0.61575 -14.66414 -1.49372 -0.7692
H 0.73508 -14.10549 -2.40909 0.0828
H 1.10650 -14.14592 -0.68449 0.2882
H -0.42221 -14.84070 -1.25766 0.0077
H 1.13843 -15.60724 -1.53373 -0.0562
O 0.89735 -17.32781 -1.88892 -1.0101
H 1.63379 -16.72793 -1.77044 0.5573
H 1.26089 -18.19366 -1.70358 0.5658
O -0.55153 -16.55173 -0.37306 -1.0018
H -1.21356 -16.41406 0.30443 0.5547
H 0.27768 -16.58145 0.10419 0.5694

No. 5
41
Properties=species:S:1:pos:R:3:nbo_charge:R:1 method="wB97M-V/def2-TZVPD" orbital_gap_ev=8.8 homo_energy_ev=-8.6 charge=0
C 1.25081 -3.91703 -5.30887 -0.7584
S -0.62494 -3.53134 -5.01065 0.1598
C -0.61731 -3.05690 -3.21559 -0.5010
C 0.32788 -1.99868 -2.67611 -0.4331
C 0.21853 -1.53956 -1.30265 -0.1402
N 0.91662 -0.34022 -1.16867 -0.5972
C 0.45972 0.70655 -0.31069 0.6947
O 1.18117 1.63822 -0.20389 -0.5973
C -0.88085 0.66965 0.38777 -0.1506
N -0.51338 -0.22290 1.62743 -0.9029
C -1.17470 2.15447 0.46339 -0.4264
C -0.76140 2.88051 1.75263 -0.0574
C 0.61915 3.21850 2.00600 -0.1903
C 1.02405 3.36517 3.38231 -0.2878
C 0.00224 3.46781 4.39225 0.2799
O 0.19595 3.69136 5.80318 -0.6688
C -1.24322 3.23485 4.03996 -0.2663
C -1.61089 2.88179 2.78282 -0.2065
C 0.56070 -2.87139 -0.38437 0.7853
O 1.14570 -3.79582 -0.82942 -0.5857
O 0.15483 -2.73348 0.85974 -0.7077
H 1.44905 -4.80124 -4.69829 0.2145
H 2.01980 -3.09146 -5.03455 0.2167
H 1.73802 -4.25777 -6.34503 0.2468
H -0.33998 -4.02535 -2.69200 0.2275
H -1.62157 -2.78737 -3.03821 0.2152
H -0.06009 -1.11668 -3.22924 0.2070
H 1.32407 -2.17571 -2.92408 0.2213
H -0.69414 -1.20435 -0.96831 0.1839
H 1.82776 -0.43611 -1.39128 0.3932
H -1.58227 0.22018 -0.34730 0.2269
H 0.33501 0.08163 2.25025 0.4172
H -1.27576 -0.28424 2.45526 0.4015
H -2.35228 2.45640 0.39230 0.2102
H -0.78708 2.48343 -0.55066 0.2513
H 1.49696 3.04429 1.23833 0.2733
H 2.11936 3.68586 3.59318 0.2242
H 1.06693 3.86102 5.93729 0.4669
H -2.20192 3.47340 4.67996 0.2298
H -2.66682 2.83704 2.58741 0.2096
H -0.42571 -1.86453 0.99840 0.5210

No. 6
13
Properties=species:S:1:pos:R:3:nbo_charge:R:1 method="wB97M-V/def2-TZVPD" orbital_gap_ev=9.8 homo_energy_ev=-9.0 charge=0
Cl 2.23578 -1.08963 -0.47699 0.0140
C 1.35471 0.00229 0.58437 -0.2418
Cl 1.15429 1.64541 -0.00558 -0.0106
C -0.11116 -0.45818 1.02313 -0.4488
C -1.05167 -0.60863 -0.10896 -0.2989
C -2.48655 -1.16504 0.16116 -0.5118
S -2.43643 0.57858 -0.38952 0.1325
H 1.75697 0.13106 1.59528 0.2291
H -0.55150 0.26699 1.67515 0.2371
H -0.12500 -1.37402 1.53646 0.2194
H -0.51102 -0.91469 -1.04320 0.2341
H -2.95755 -1.82030 -0.56471 0.2288
H -2.49208 -1.61710 1.27869 0.2170

No. 7
6
Properties=species:S:1:pos:R:3:nbo_charge:R:1 method="wB97M-V/def2-TZVPD" orbital_gap_ev="7.9 / 7.9" homo_energy_ev="-16.5 / -16.6" charge=+1
C -0.13708 -0.24772 -0.15080 0.1821
N -1.51965 -2.08525 -1.13667 0.6181
F -2.67428 -1.53108 -1.21532 -0.0696
F -1.56782 -2.91412 -0.15638 -0.0703
H 0.90910 -0.10557 -0.41358 0.1739
H -0.70198 0.38326 0.54692 0.1658

No. 8
10
Properties=species:S:1:pos:R:3:nbo_charge:R:1 method="wB97M-V/def2-TZVPD" orbital_gap_ev=11.3 homo_energy_ev=-16.4 charge=+1
O 1.33347 2.01261 0.22530 -0.9561
H 2.05872 2.18885 0.76930 0.4993
H 0.98132 2.88024 -0.00658 0.4938
H 0.56065 -2.45540 -0.82392 0.5923
C -0.82507 -0.98386 -0.26764 0.6115
N -0.94877 0.27821 0.19424 -0.7008
O 0.08970 -1.88498 -0.07666 -0.6399
H -1.62105 -1.31749 -0.97711 0.1860
H -0.04914 0.80798 0.28199 0.4723
H -1.72404 0.83040 -0.18661 0.4417

Repeat the fourth record exactly.
12
Properties=species:S:1:pos:R:3:nbo_charge:R:1 method="wB97M-V/def2-TZVPD" orbital_gap_ev=5.6 homo_energy_ev=-20.7 charge=+2
Al -0.84024 -16.32913 -2.35532 2.2113
B 0.61575 -14.66414 -1.49372 -0.7692
H 0.73508 -14.10549 -2.40909 0.0828
H 1.10650 -14.14592 -0.68449 0.2882
H -0.42221 -14.84070 -1.25766 0.0077
H 1.13843 -15.60724 -1.53373 -0.0562
O 0.89735 -17.32781 -1.88892 -1.0101
H 1.63379 -16.72793 -1.77044 0.5573
H 1.26089 -18.19366 -1.70358 0.5658
O -0.55153 -16.55173 -0.37306 -1.0018
H -1.21356 -16.41406 0.30443 0.5547
H 0.27768 -16.58145 0.10419 0.5694